{"formula": "C16H21Cl3OReSe", "method": "the ωB97M-V functional and the def2-TZVPD basis", "elements": ["Re", "Se", "Cl", "Cl", "Cl", "O", "C", "C", "C", "C", "C", "C", "C", "C", "C", "C", "C", "C", "C", "C", "C", "C", "H", "H", "H", "H", "H", "H", "H", "H", "H", "H", "H", "H", "H", "H", "H", "H", "H", "H", "H", "H", "H"], "coordinates": [[-0.006120, -0.421343, 0.220159], [-0.785832, 2.052192, -0.254244], [0.655750, -0.554705, 2.496007], [-2.126274, -0.128496, 1.400480], [2.171551, 0.830208, 0.405008], [-2.717147, 1.301461, -1.860736], [0.671846, -0.901385, -1.768544], [-0.764730, -1.004998, -1.718168], [1.487447, 4.376480, 2.322293], [0.286165, -3.605882, 0.871935], [-1.079014, -2.020030, -0.726782], [0.889809, 4.170129, 3.577528], [-0.224138, 3.329564, 3.678616], [1.226019, -1.868436, -0.851782], [-1.656229, -0.396340, -2.753687], [-0.154416, 2.929162, 1.295264], [0.150929, -2.510063, -0.149529], [0.972269, 3.753261, 1.196580], [-2.418891, -2.649278, -0.533935], [-0.779912, 2.763466, 2.533895], [1.449941, -0.072705, -2.761321], [2.661367, -2.275176, -0.767154], [-3.208541, -2.006385, -0.919665], [-2.638932, -2.823873, 0.517158], [-1.099948, 0.380522, -3.298444], [1.324070, 4.614944, 4.471878], [1.174480, -3.411533, 1.482875], [-2.036102, -1.169268, -3.454651], [3.321184, -1.568194, -1.270110], [-3.645337, 1.516851, -1.690736], [-1.681922, 2.161403, 2.548682], [0.824297, 0.727231, -3.173768], [3.010218, -2.342348, 0.263047], [0.369876, -4.599895, 0.403011], [-0.695237, 3.138354, 4.638289], [-2.473908, -3.623148, -1.034539], [1.443520, 3.840037, 0.216774], [2.330690, 0.372200, -2.279916], [-0.588351, -3.574338, 1.528590], [1.803688, -0.698527, -3.596305], [2.814393, -3.272761, -1.201414], [2.351311, 5.040172, 2.229517], [-2.609841, 0.201469, -2.232155]], "forces_ev_per_a": [[0.71, 1.33, 0.76], [-0.03, 0.45, -1.20], [0.34, -0.80, 1.52], [-1.56, 0.04, 0.71], [1.32, 0.85, -0.48], [-2.21, 3.47, 1.57], [0.17, -0.22, -0.29], [-0.31, -1.22, -1.41], [-0.21, 0.17, 0.37], [-0.02, 0.43, -0.09], [-0.16, -0.59, -1.06], [0.08, -0.36, -0.27], [-0.03, 0.46, -0.32], [0.50, -0.05, -0.09], [0.87, -2.83, -0.81], [0.07, 0.33, 0.84], [-0.45, -0.72, -0.85], [-0.10, -0.16, -0.17], [-0.18, 0.15, 0.27], [0.23, 0.05, -0.21], [0.15, -0.14, 0.28], [0.23, 0.02, 0.31], [0.03, 0.05, -0.05], [0.03, 0.08, 0.17], [-0.52, -0.29, 0.08], [-0.08, -0.02, -0.15], [-0.18, -0.14, -0.01], [0.53, -0.03, 0.04], [-0.10, 0.04, -0.02], [-0.09, 0.29, 0.33], [0.20, -0.11, 0.30], [0.23, -0.17, 0.17], [-0.05, 0.13, 0.16], [-0.05, 0.19, 0.07], [0.10, 0.06, -0.01], [0.09, 0.05, -0.17], [0.01, 0.12, 0.33], [-0.26, -0.01, -0.04], [0.16, -0.15, 0.01], [-0.16, 0.04, 0.09], [-0.10, 0.08, -0.15], [-0.17, -0.25, 0.05], [0.97, -0.63, -0.55]], "e_homo_ev": [1.217, -0.045], "spin_multiplicity": 4, "total_charge": -2, "orbital_gap_ev": [4.1, 5.0], "lumo_ev": [5.313, 4.985]}

=====

{"formula": "C16H21Cl4O2PS2Sn", "method": "the ωB97M-V functional and the def2-TZVPD basis", "elements": ["Sn", "Cl", "Cl", "Cl", "Cl", "S", "S", "P", "O", "O", "C", "C", "C", "C", "C", "C", "C", "C", "C", "C", "C", "C", "C", "C", "C", "C", "H", "H", "H", "H", "H", "H", "H", "H", "H", "H", "H", "H", "H", "H", "H", "H", "H", "H", "H", "H", "H"], "coordinates": [[-0.497089, 0.402808, 0.659915], [-0.236938, -6.454081, -0.849448], [-3.215181, -6.136229, -0.025760], [1.643615, -3.953125, -1.039678], [-4.318783, -3.309750, 0.802080], [-2.578680, 1.509428, -0.585807], [0.555758, 2.421762, -0.768782], [2.725708, 0.067899, 0.494397], [-2.231860, -1.225660, 0.578843], [0.214326, -1.457369, -0.364716], [3.394644, -0.571587, -1.094046], [-3.150400, 4.132492, -0.188619], [3.787892, 1.532245, 0.846958], [-0.836294, -4.895143, -0.478622], [-0.352419, 4.974271, -0.404935], [3.275890, -1.199978, 1.726371], [3.026624, 0.319155, -2.282582], [-0.496666, -2.507632, -0.269760], [-0.005804, -3.803060, -0.566159], [-2.063069, 3.117037, -0.446468], [-2.701701, -3.529106, 0.281661], [-1.865112, -2.368294, 0.223505], [5.296374, 1.332669, 0.988614], [-0.722215, 3.511563, -0.534770], [4.505917, -2.052667, 1.407461], [-2.206238, -4.751947, -0.070104], [0.721303, 5.104397, -0.509963], [3.469208, 1.313799, -2.194811], [-0.848893, 5.575058, -1.170763], [-2.835085, 5.153613, -0.387778], [4.476939, -0.703883, -1.027968], [3.381513, -0.120137, -3.215566], [4.327568, -2.689582, 0.539050], [3.376853, 1.976256, 1.757306], [5.801730, 2.295715, 1.083099], [3.566340, 2.247546, 0.051534], [-4.025491, 3.907420, -0.798450], [1.945355, 0.443015, -2.360740], [3.410715, -0.663772, 2.670381], [4.739233, -2.707406, 2.250503], [-3.468963, 4.071763, 0.856317], [5.388836, -1.448230, 1.203272], [5.539531, 0.746905, 1.875573], [2.415449, -1.858728, 1.870859], [2.949154, -1.560811, -1.220831], [5.721225, 0.825159, 0.120594], [-0.653117, 5.369302, 0.569135]], "forces_ev_per_a": [[0.06, 0.14, 0.15], [-0.01, -0.04, -0.02], [0.01, -0.04, 0.01], [-0.10, -0.01, 0.02], [0.03, 0.02, 0.00], [0.10, -0.17, 0.09], [-0.04, -0.11, 0.08], [0.03, 0.04, 0.00], [-0.13, 0.11, 0.05], [0.00, 0.32, -0.11], [-0.05, 0.04, -0.02], [0.02, -0.04, 0.00], [0.10, -0.09, 0.02], [-0.07, 0.05, 0.04], [-0.03, -0.08, -0.03], [0.02, -0.04, -0.09], [0.03, -0.05, 0.08], [-0.06, -0.17, 0.03], [-0.05, -0.01, -0.03], [-0.02, 0.10, -0.07], [0.01, 0.04, 0.03], [0.08, -0.13, -0.12], [-0.06, 0.03, -0.02], [-0.01, 0.11, -0.03], [-0.04, 0.00, 0.02], [0.15, -0.03, -0.06], [-0.01, -0.01, 0.01], [-0.02, -0.02, 0.00], [0.02, -0.02, 0.02], [-0.01, -0.01, -0.02], [0.00, -0.02, -0.02], [0.01, 0.01, 0.00], [0.01, 0.04, 0.03], [0.00, 0.04, 0.02], [0.00, -0.01, 0.01], [-0.01, 0.02, -0.01], [0.03, 0.00, 0.02], [0.02, -0.02, 0.00], [-0.02, 0.00, 0.01], [-0.01, 0.01, -0.04], [0.03, 0.01, -0.04], [-0.01, 0.00, 0.00], [0.00, -0.02, -0.01], [0.00, -0.01, 0.04], [0.03, 0.05, -0.02], [-0.01, 0.01, 0.02], [0.00, -0.02, -0.03]], "e_homo_ev": [-7.419, -7.831], "relative_energy_kj_mol": 19.48, "orbital_gap_ev": [5.3, 6.1], "lumo_ev": [-2.157, -1.762]}

=====

{"formula": "C16H21ClN2O5S", "method": "the ωB97M-V functional and the def2-TZVPD basis", "elements": ["Cl", "S", "O", "O", "O", "O", "O", "N", "N", "C", "C", "C", "C", "C", "C", "C", "C", "C", "C", "C", "C", "C", "C", "C", "C", "H", "H", "H", "H", "H", "H", "H", "H", "H", "H", "H", "H", "H", "H", "H", "H", "H", "H", "H", "H", "H"], "coordinates": [[-3.583348, -0.888865, -0.843173], [-0.630317, -1.860606, -1.265746], [-2.391325, -5.262805, 0.984944], [0.785413, -2.076670, -1.170445], [3.774246, 3.460038, -0.899814], [-1.217065, -1.767235, -2.566025], [0.625495, 2.983438, 2.601241], [-1.480608, -3.000915, -0.384614], [2.050908, 2.252035, 1.007321], [-2.012675, -4.130574, -1.121178], [3.156826, 3.083980, 1.413333], [4.683505, 4.999615, 0.681929], [3.470653, 4.121091, 0.323895], [-0.830354, -3.409459, 0.841305], [-1.554844, 1.884265, 1.152722], [0.842050, 2.321950, 1.604077], [-2.322150, 0.027053, -0.145373], [5.537379, 4.958339, -0.586549], [-1.856801, -4.168278, 1.688235], [5.155788, 3.596915, -1.163179], [0.032579, 0.343972, 0.225985], [-2.598748, 1.166898, 0.600909], [-3.010173, -4.850489, -0.212644], [-1.008843, -0.379973, -0.319646], [-0.230044, 1.493599, 0.962915], [-2.663557, -3.476452, 1.974517], [5.224613, 4.559301, 1.520228], [4.385252, 6.008722, 0.954075], [5.295390, 3.517867, -2.241668], [5.722104, 2.794265, -0.668149], [-3.621801, 1.476096, 0.742817], [-3.384510, -5.756411, -0.690803], [6.602261, 5.044661, -0.386418], [1.030229, -0.038211, 0.072699], [-2.494308, -3.743903, -2.018674], [-0.487218, -2.513441, 1.360912], [5.236654, 5.748452, -1.274559], [-1.209046, -4.823115, -1.409398], [2.569362, 4.719968, 0.143333], [2.874338, 3.580738, 2.343497], [0.034595, -4.052455, 0.627390], [2.143861, 1.834798, 0.093631], [-3.848731, -4.175260, 0.012321], [-1.389596, -4.578444, 2.584601], [4.035875, 2.453281, 1.581850], [-1.746453, 2.764857, 1.747415]], "forces_ev_per_a": [[-0.82, 0.17, -0.05], [-0.16, -0.04, 0.33], [0.05, -0.22, 0.04], [0.04, 0.04, 0.28], [-0.24, -0.10, -0.06], [-0.18, -0.08, 0.00], [-0.17, 0.18, 0.14], [0.59, 0.69, -0.51], [0.24, -0.08, -0.25], [-0.33, -0.29, -0.27], [0.10, 0.32, -0.24], [-0.10, -0.12, -0.16], [-0.20, 0.06, 0.58], [0.12, -0.25, 0.52], [0.22, -0.02, 0.01], [0.05, -0.24, -0.10], [0.14, 0.18, 0.14], [-0.15, -0.19, -0.06], [0.22, 0.33, 0.03], [0.40, 0.07, -0.07], [0.09, 0.16, 0.09], [0.07, -0.19, -0.13], [0.08, 0.17, -0.30], [0.08, -0.59, -0.33], [-0.31, -0.12, -0.05], [0.06, -0.05, 0.03], [0.03, 0.02, 0.07], [0.00, 0.01, 0.08], [0.05, -0.03, 0.06], [-0.01, 0.05, -0.07], [-0.10, 0.01, 0.00], [-0.01, 0.11, -0.04], [0.06, 0.04, -0.02], [0.15, 0.03, 0.04], [-0.07, -0.16, -0.01], [0.04, -0.10, 0.18], [0.04, 0.01, -0.03], [-0.09, 0.01, -0.01], [0.10, -0.07, 0.05], [0.10, -0.06, -0.06], [-0.04, 0.06, 0.08], [-0.14, 0.01, 0.05], [0.03, -0.05, -0.04], [-0.01, 0.12, -0.04], [0.02, 0.12, 0.05], [-0.02, 0.05, 0.05]], "e_homo_ev": -9.559, "relative_energy_kj_mol": 138.76, "orbital_gap_ev": 9.8, "lumo_ev": 0.200}

=====

Ordered M results: 600.87; 600.97; 388.87; unit g/mol.